{"formula": "C13H26CaCr2F15O21S5", "method": "ωB97M-V/def2-TZVPD", "charge": 1, "energy_ha": -8346.43765, "orbital_gap_ev": [7.76, 8.40], "multiplicity": 9, "s_squared": 20.009, "symbols": ["H", "C", "H", "Cr", "O", "O", "S", "O", "O", "F", "F", "C", "H", "F", "F", "F", "F", "C", "O", "Cr", "H", "C", "O", "H", "H", "H", "F", "O", "S", "O", "F", "O", "H", "O", "H", "C", "F", "H", "O", "H", "O", "H", "C", "H", "O", "O", "F", "F", "H", "H", "H", "C", "H", "H", "C", "C", "H", "H", "Ca", "H", "O", "C", "H", "S", "F", "H", "O", "O", "H", "C", "S", "C", "F", "H", "C", "H", "S", "O", "O", "O", "F", "O", "F"], "coordinates": [[-4.418, -2.760, 2.888], [-1.297, 1.928, 5.091], [4.044, 0.175, -3.688], [2.732, 2.589, 2.838], [-1.927, -2.225, 3.049], [-0.018, -0.151, 4.236], [3.622, -0.859, 2.665], [1.005, 0.848, 6.215], [-1.641, 5.298, 0.998], [-1.002, -0.016, -1.320], [-1.917, 2.003, 3.915], [2.529, -1.124, -3.846], [-4.928, 2.806, -2.368], [4.353, -2.157, 4.749], [-1.490, 1.526, 0.183], [-0.188, 2.019, -1.476], [5.013, 2.909, -2.628], [-4.192, -1.883, 2.282], [0.303, -0.620, 1.363], [0.259, -1.876, 3.035], [-2.398, -2.721, 1.244], [4.447, 3.338, -1.482], [3.539, -0.384, -3.093], [-2.475, -2.827, 3.557], [-5.692, -0.112, -4.180], [-3.583, 1.978, -4.115], [3.131, 3.400, -1.687], [3.197, 0.537, 2.933], [1.266, -3.758, 0.318], [-5.240, -1.566, -2.094], [5.252, -0.097, 4.695], [2.425, -1.707, 2.884], [-2.846, 1.845, -2.525], [1.817, -5.074, 0.527], [-4.879, -1.847, 1.437], [-4.223, -1.036, -2.888], [0.457, -4.752, -1.944], [-2.485, 4.657, -0.757], [4.209, -1.084, 1.330], [-2.482, 3.118, -3.641], [-4.210, 3.378, -2.646], [3.830, -3.694, -3.465], [4.942, -1.263, 3.968], [-4.036, -0.364, -4.909], [4.134, 2.560, 1.200], [6.282, 2.321, 0.228], [-0.527, -2.826, -1.511], [-2.006, 1.251, 6.016], [-1.266, 6.095, 0.617], [-2.270, -0.999, 1.592], [1.613, -0.535, -3.896], [-2.713, 4.889, 0.283], [-4.535, -1.018, 2.851], [-3.625, -0.231, -2.461], [2.276, -2.469, -3.260], [-0.077, -3.946, -0.986], [1.584, -2.282, -2.439], [1.664, -3.154, -3.846], [3.801, -1.408, -0.917], [-3.619, 5.494, 0.310], [4.508, 0.784, -0.513], [-3.308, 2.542, -3.224], [-2.871, 3.890, 0.690], [0.402, 1.060, 4.895], [6.016, -1.772, 3.440], [-3.479, -1.817, -3.039], [3.462, -3.144, -2.769], [1.428, 1.575, 1.176], [-5.250, -1.672, -4.696], [-4.823, -0.764, -4.269], [0.873, 0.388, 0.465], [-0.529, 1.061, -0.634], [-1.181, -4.452, -0.398], [2.878, -1.232, -4.873], [-2.691, -1.940, 1.945], [-5.509, -2.380, -2.526], [4.850, 2.133, -0.006], [1.902, -0.100, -0.501], [1.208, 1.953, 4.039], [2.261, -2.798, -0.269], [4.998, 4.550, -1.303], [0.463, -3.189, 1.427], [-1.129, 3.186, 5.512]]}

---

{"formula": "C13H26FN3O8S6", "method": "ωB97M-V/def2-TZVPD", "charge": 0, "energy_ha": -3765.86847, "orbital_gap_ev": 7.10, "symbols": ["O", "H", "H", "H", "O", "H", "H", "H", "C", "H", "C", "C", "C", "S", "H", "C", "S", "C", "H", "H", "O", "H", "H", "N", "C", "H", "C", "H", "H", "C", "H", "C", "O", "S", "S", "C", "H", "N", "H", "O", "F", "O", "S", "N", "H", "H", "S", "C", "H", "H", "H", "O", "H", "H", "O", "C", "H"], "coordinates": [[-1.897, 0.065, 3.488], [3.525, -0.145, 1.682], [-3.627, -4.107, -4.613], [4.946, -0.925, 2.604], [-1.630, -3.560, -6.428], [-2.646, -4.915, -3.357], [3.175, -3.060, 2.824], [1.507, -3.052, -0.977], [-1.420, 3.340, 4.449], [-0.780, -1.464, -1.782], [0.483, -3.047, -7.523], [-0.923, -2.584, -7.191], [2.134, 0.213, -1.876], [-1.318, -3.676, -4.845], [-1.835, 8.845, 4.050], [1.512, -1.959, -1.294], [5.226, -0.857, -2.135], [1.431, -1.703, 2.558], [-2.900, 4.076, 3.049], [0.467, -4.046, -7.965], [-2.221, 6.496, 2.340], [-0.571, 3.710, 3.870], [0.962, -2.356, -8.220], [0.717, 0.248, -2.104], [0.299, -1.115, -1.732], [-1.482, -2.443, -8.119], [-2.359, 7.992, 4.482], [-3.528, 3.655, 4.638], [-2.693, -5.587, -5.011], [-2.682, 4.113, 4.120], [3.164, -1.751, 4.110], [4.062, -1.347, -1.021], [-0.356, 6.378, 4.025], [-1.036, -1.082, 3.010], [-1.750, 6.525, 3.700], [3.987, -1.142, 2.020], [-1.548, 2.280, 4.223], [2.656, -1.065, -1.371], [-0.910, -1.620, -6.673], [-2.603, 5.465, 4.575], [-1.572, -2.501, 3.757], [-1.211, -1.137, 1.499], [0.892, 0.905, 3.035], [0.653, -0.771, 3.450], [-2.157, 7.933, 5.551], [0.890, -2.727, 2.615], [4.408, -2.218, 0.566], [-2.717, -4.674, -4.418], [1.387, -1.354, 1.471], [2.875, 1.057, -2.047], [1.149, 1.049, 1.668], [-0.125, -4.460, -4.665], [-3.429, 8.075, 4.292], [-1.162, 3.449, 5.506], [-1.473, -2.378, -4.241], [2.955, -1.939, 3.003], [1.100, -3.102, -6.623]]}

---

{"formula": "C13H26N3RuS4Se", "method": "ωB97M-V/def2-TZVPD", "charge": 2, "e_above_lowest_kcal_mol": 0.0, "energy_ha": -4763.77108, "orbital_gap_ev": [8.02, 6.04], "multiplicity": 2, "s_squared": 0.759, "symbols": ["S", "C", "H", "H", "N", "H", "C", "H", "H", "S", "C", "H", "H", "H", "H", "C", "Ru", "H", "C", "H", "N", "H", "H", "C", "H", "C", "S", "H", "H", "N", "C", "C", "H", "H", "H", "C", "C", "H", "H", "C", "H", "C", "S", "Se", "H", "H", "H", "H"], "coordinates": [[-2.121, 0.074, -0.209], [-2.632, 2.791, 0.490], [-3.807, 1.592, -0.894], [-2.104, 2.403, -2.264], [0.237, -0.338, 2.224], [0.935, 2.919, -2.294], [2.467, -1.773, -0.719], [0.453, -3.224, 1.891], [0.021, 2.360, -3.684], [-1.038, 3.174, -0.231], [-3.266, 1.484, 0.045], [-3.338, 3.605, 0.314], [3.537, -1.128, 1.929], [2.450, -1.288, -1.693], [2.937, -0.013, 0.151], [3.271, 1.743, 1.138], [0.294, 0.158, 0.147], [-2.936, 0.542, -2.406], [-0.689, -1.466, 2.495], [-0.118, 0.474, 2.723], [4.324, 1.330, 1.369], [-1.330, 3.966, -2.461], [1.260, -3.336, -1.608], [-1.213, 2.975, -2.021], [-1.704, -1.102, 2.341], [2.482, -1.262, 1.688], [0.439, 0.637, -2.143], [1.636, -3.647, 0.075], [3.461, -2.205, -0.581], [2.228, -0.731, 0.308], [0.053, 2.351, -2.593], [-2.277, -0.229, -2.018], [-2.805, -1.177, -2.118], [-1.139, 0.031, -3.835], [1.608, -1.138, 3.650], [-0.970, -0.290, -2.805], [1.404, -2.859, -0.640], [-0.608, -1.787, 3.536], [2.286, -2.331, 1.677], [1.627, -0.558, 2.725], [-0.607, -1.316, -2.859], [-0.427, -2.660, 1.591], [-0.197, -2.134, -0.154], [1.565, 2.370, 0.804], [-1.278, -3.338, 1.613], [2.045, 0.418, 2.955], [-2.425, 2.783, 1.561], [-3.991, 1.151, 0.788]]}

---

{"formula": "C13H26N6O6SSr", "method": "ωB97M-V/def2-TZVPD", "charge": 0, "e_above_lowest_kcal_mol": 0.0, "energy_ha": -1719.63181, "orbital_gap_ev": [6.28, 6.46], "symbols": ["C", "H", "H", "H", "N", "C", "C", "C", "C", "N", "H", "H", "O", "H", "H", "H", "H", "C", "H", "C", "H", "N", "O", "N", "S", "H", "O", "H", "C", "H", "Sr", "H", "C", "H", "H", "O", "H", "N", "C", "H", "O", "O", "H", "C", "H", "C", "N", "H", "C", "H", "H", "H", "H"], "coordinates": [[0.262, 4.906, 0.259], [-1.877, 1.327, -2.491], [-1.432, 3.961, 2.354], [-1.597, -4.188, -1.784], [0.475, 1.630, 3.258], [-0.986, 2.693, 0.650], [-1.948, 3.363, 1.580], [2.066, -4.092, -2.589], [-1.753, 0.270, -2.779], [-0.929, 1.379, 0.358], [1.023, -2.272, 3.723], [1.026, 1.384, -4.001], [-1.393, -2.114, 0.175], [0.749, 5.083, 1.231], [-1.776, 0.022, -3.843], [-0.220, -5.301, -1.767], [1.753, 2.199, -2.832], [0.188, -3.368, -0.966], [1.614, -5.088, -2.618], [1.516, -3.284, -1.480], [-2.564, 4.092, 1.027], [0.820, 2.724, -0.825], [0.440, -1.268, -3.619], [2.174, -2.159, -1.025], [1.885, -0.165, 1.699], [-1.510, -0.142, 5.160], [1.653, 1.282, -3.260], [-1.662, -0.356, 0.759], [0.000, -1.894, 3.611], [-0.631, -2.252, 4.433], [0.881, 0.124, -1.121], [-0.681, 5.460, 0.282], [0.797, 0.352, 2.870], [-0.873, 2.554, 4.672], [-2.599, 2.617, 2.049], [-1.842, 0.580, 1.087], [0.958, 2.441, 2.873], [0.007, -0.439, 3.671], [0.045, 3.462, 0.001], [1.883, -3.600, -3.557], [3.029, -1.671, -1.827], [1.679, 3.318, -1.590], [-2.252, -0.428, -2.090], [-0.797, 0.329, 4.494], [-1.125, -4.973, -0.267], [-0.495, 1.633, 4.249], [-0.219, -2.211, -0.355], [0.899, 5.335, -0.517], [-0.730, -4.518, -1.193], [1.252, -0.763, -3.818], [3.149, -4.194, -2.486], [0.068, -1.543, -4.474], [-0.403, -2.234, 2.648]]}